[1]
DFT (ωB97M-V/def2-TZVPD) results for 2 unconnected molecules or ions with the total composition C13H18Si at a distorted geometry.

## Properties
**Charge**: 0
**Molecular weight**: 202.37 g mol⁻¹
**Lowest unoccupied orbital energy**: 0.556 eV
**Structure (SMILES)**: CC1=C(c2ccccc2)C1.C=[Si](C)C
**Energy above the lowest of the compared OMol25 structures with the same formula, charge and spin**: 479.2 kJ/mol

Atoms and positions in Å:
C (0.459, 2.857, -0.769)
C (0.582, 1.483, -1.069)
C (-0.044, 0.405, -1.382)
C (-1.222, -0.369, -1.633)
C (-2.349, 0.174, -1.039)
C (-3.607, -0.457, -1.399)
C (-3.628, -1.551, -2.244)
C (-2.441, -2.059, -2.721)
C (-1.223, -1.437, -2.581)
C (1.482, 0.470, -1.640)
H (1.360, 3.272, -0.242)
H (-0.313, 3.242, -0.054)
H (0.361, 3.459, -1.671)
H (-2.288, 0.842, -0.161)
H (-4.560, -0.032, -1.184)
H (-4.516, -1.965, -2.480)
H (-2.382, -2.968, -3.326)
H (-0.309, -1.771, -3.065)
H (1.859, 0.832, -2.661)
H (2.172, -0.085, -1.079)
C (3.321, -1.035, 3.736)
Si (2.008, -0.589, 2.630)
C (0.613, -1.590, 1.902)
C (1.640, 1.364, 2.614)
H (4.141, -0.391, 4.022)
H (3.410, -2.037, 4.077)
H (0.625, -2.712, 2.266)
H (-0.383, -1.118, 2.413)
H (0.383, -1.603, 0.802)
H (1.037, 1.705, 1.689)
H (1.155, 1.680, 3.571)
H (2.657, 1.984, 2.678)

Atom charges from the Löwdin analysis, given in e for atoms 1 to 6: atom 1 (C): -0.07, atom 2 (C): -0.28, atom 3 (C): -0.12, atom 4 (C): -0.20, atom 5 (C): 0.00, atom 6 (C): -0.05

---

[2]
DFT (ωB97M-V/def2-TZVPD) results for a molecular structure, C23H18BBrINO6PdS2 at a distorted geometry.

## Properties
**Charge**: -2
**Molecular weight**: 792.57 g mol⁻¹
**Lowest unoccupied orbital energy (alpha / beta)**: 3.850 / 3.850 eV
**Energy above the lowest of the compared OMol25 structures with the same formula, charge and spin**: 167.5 kJ/mol

Atoms and positions in Å:
Pd (0.246, -0.153, -1.036)
O (-2.064, -2.807, -2.498)
S (-1.728, -2.471, -1.145)
O (-2.162, -3.435, -0.152)
O (-0.271, -2.154, -0.916)
C (-2.562, -0.923, -0.734)
C (-3.441, -0.931, 0.338)
C (-4.037, 0.250, 0.757)
C (-3.726, 1.453, 0.138)
C (-2.860, 1.473, -0.943)
C (-2.290, 0.288, -1.398)
S (-1.683, 0.384, -3.146)
O (-2.846, -0.045, -3.893)
O (-1.328, 1.774, -3.341)
O (-0.527, -0.511, -3.262)
H (-3.621, -1.872, 0.841)
H (-4.740, 0.232, 1.582)
H (-4.169, 2.377, 0.491)
H (-2.618, 2.385, -1.472)
Br (-0.964, 3.202, 3.472)
C (-1.726, 1.646, 4.248)
C (-2.231, 1.743, 5.541)
C (-2.770, 0.616, 6.142)
C (-2.802, -0.595, 5.461)
C (-2.317, -0.674, 4.163)
C (-1.787, 0.454, 3.555)
I (-0.258, 0.030, 1.799)
H (-2.193, 2.689, 6.064)
H (-3.156, 0.682, 7.152)
H (-3.200, -1.478, 5.946)
H (-2.335, -1.613, 3.624)
B (1.515, 4.373, -1.349)
C (1.076, 2.851, -1.259)
N (0.785, 1.742, -1.168)
H (1.111, 4.926, -0.341)
H (1.021, 4.844, -2.351)
H (2.732, 4.390, -1.400)
C (4.394, -2.659, -3.741)
C (3.063, -2.266, -3.996)
C (2.338, -1.598, -3.051)
C (2.908, -1.263, -1.795)
C (2.204, -0.523, -0.795)
C (2.865, -0.123, 0.336)
C (4.204, -0.510, 0.574)
C (4.877, -1.276, -0.328)
C (4.256, -1.646, -1.546)
C (4.970, -2.362, -2.540)
H (4.959, -3.188, -4.501)
H (2.613, -2.489, -4.956)
H (1.319, -1.307, -3.258)
H (2.380, 0.502, 1.071)
H (4.684, -0.191, 1.492)
H (5.897, -1.596, -0.145)
H (5.996, -2.649, -2.333)

Atom charges from the Löwdin analysis, given in e for atoms 1 to 6: atom 1 (Pd): 0.74, atom 2 (O): -0.29, atom 3 (S): 0.46, atom 4 (O): -0.35, atom 5 (O): -0.46, atom 6 (C): -0.29

---

Question: Among the records above, which one has the highest molecular weight?
Answer: C23H18BBrINO6PdS2